[1]
38
Properties=species:S:1:pos:R:3:mulliken_charge:R:1 method="wB97M-V/def2-TZVPD" orbital_gap_ev="4.492 / 4.492" e_lumo_ev="-9.15 / -9.15" charge=+2
Tc 0.08 0.17 1.14 -0.084
S -2.03 0.41 -3.50 -0.034
C -3.33 0.10 -2.43 -0.642
C -2.94 0.06 -1.12 -0.810
C -1.56 0.38 -1.02 -0.123
C -0.87 0.45 -2.20 0.368
C 0.53 0.09 -2.26 0.572
C 1.41 0.32 -3.31 -0.733
C 2.66 -0.28 -3.29 -0.379
C 2.97 -1.18 -2.27 -0.862
C 2.06 -1.36 -1.25 -0.259
N 0.90 -0.70 -1.21 0.322
H -4.32 -0.04 -2.81 0.467
H -3.54 -0.26 -0.25 0.637
H 1.09 0.96 -4.12 0.474
H 3.39 -0.06 -4.06 0.467
H 3.88 -1.75 -2.29 0.448
H 2.22 -2.08 -0.45 0.517
F -1.09 3.66 3.37 -0.168
C -1.14 3.34 2.09 0.730
F -1.13 4.41 1.31 -0.157
F -2.25 2.62 1.85 -0.193
S 0.30 2.28 1.69 1.172
O 0.00 1.81 0.38 -0.347
O 1.56 2.84 2.02 -0.569
N 0.16 1.08 2.65 -0.485
S 1.67 0.50 2.34 1.104
O 1.86 0.65 0.91 -0.449
O 1.25 -0.92 2.43 -0.646
C 3.04 0.79 3.45 0.785
F 3.19 2.05 3.81 -0.134
F 2.80 0.03 4.50 -0.153
F 4.09 0.36 2.76 -0.162
Se -4.79 -6.63 -0.79 -0.160
Sb -3.47 -4.60 -0.09 0.605
Se -1.01 -1.36 0.77 0.918
Se -2.15 -2.84 0.32 0.039
Se -5.51 -5.30 0.92 -0.079

[2]
26
Properties=species:S:1:pos:R:3:mulliken_charge:R:1 method="wB97M-V/def2-TZVPD" smiles="Nc1nc(Cl)c(/C=N/O)c(-c2ccc(Cl)cc2Cl)n1" orbital_gap_ev=8.968 e_lumo_ev=0.15 charge=0
Cl 3.35 -1.13 -2.38 -0.143
Cl -2.48 2.14 4.28 -0.203
Cl 1.13 -1.14 2.03 -0.187
N 2.81 1.67 -1.16 -0.379
N 0.91 -2.15 -2.35 -0.550
N -0.83 -1.53 -1.01 -0.606
O 3.08 2.87 -0.46 -0.435
C 1.72 1.12 -0.84 -0.250
C -0.34 -2.15 -2.05 0.488
C 1.70 -1.13 -1.94 0.333
C -0.15 -0.53 -0.59 0.371
C -2.55 1.39 1.74 -0.650
C -0.76 0.61 3.00 -0.781
C -1.92 0.95 0.59 -0.278
C -1.94 1.33 2.94 0.599
C -0.21 -0.02 1.82 0.600
C 1.12 -0.24 -1.07 0.049
C -0.69 0.23 0.56 0.135
N -0.93 -3.17 -2.59 -0.499
H 3.96 3.21 -0.66 0.351
H 1.08 1.71 -0.17 0.479
H -3.58 1.89 1.65 0.279
H -0.33 0.37 3.98 0.354
H -2.41 1.09 -0.38 0.393
H -1.60 -3.65 -2.08 0.230
H -0.15 -3.74 -2.86 0.298

[3]
30
Properties=species:S:1:pos:R:3:mulliken_charge:R:1 method="wB97M-V/def2-TZVPD" orbital_gap_ev=5.923 e_lumo_ev=-5.00 charge=+1
F -5.60 -0.95 -0.40 -0.221
C -4.80 -0.04 0.24 0.841
F -5.57 1.04 0.59 -0.227
F -4.32 -0.62 1.39 -0.248
C -3.65 0.40 -0.60 -0.695
N -2.40 0.93 0.24 -0.148
H -3.38 -0.46 -1.22 0.368
H -3.97 1.22 -1.24 0.382
H -2.67 1.00 1.23 0.418
H -2.19 1.89 -0.06 0.443
O 1.75 -2.11 -3.28 -0.289
C 2.15 -1.52 -2.37 0.519
Co 2.88 -0.75 -0.94 -0.130
C 2.64 -2.12 0.12 0.136
O 2.58 -3.06 0.77 -0.282
C 4.47 -1.04 -1.62 0.384
O 5.54 -1.27 -2.01 -0.289
C 1.09 0.75 -0.89 -0.630
C 0.10 0.70 -0.02 -0.784
C -1.19 0.06 0.19 0.080
Co 1.82 0.81 0.75 0.286
C 1.63 -0.30 2.08 0.234
O 1.44 -1.02 2.95 -0.276
C 2.11 2.31 1.60 0.171
O 2.21 3.28 2.24 -0.323
C 3.78 0.31 0.51 0.352
O 4.85 0.42 0.97 -0.374
H 1.27 1.27 -1.82 0.612
H -1.17 -0.44 1.17 0.344
H -1.39 -0.69 -0.58 0.345

[4]
21
Properties=species:S:1:pos:R:3:mulliken_charge:R:1 method="wB97M-V/def2-TZVPD" orbital_gap_ev="7.120 / 7.119" e_lumo_ev="-0.59 / -0.59" charge=0
C 2.02 -2.09 0.15 -0.863
C 3.18 -1.31 0.04 -0.409
C 0.74 -1.59 -0.10 -0.369
C 3.10 0.05 -0.09 -0.905
C -2.84 1.30 0.03 -0.713
C -4.07 0.71 -0.19 -0.513
C 0.67 -0.22 -0.06 0.541
C -1.82 0.26 0.06 0.909
C 1.84 0.53 0.06 0.415
C -2.21 -1.09 -0.01 -0.747
C 0.12 1.94 0.10 -0.044
N -0.42 0.71 -0.03 0.313
O 1.49 1.86 0.11 -0.382
S -3.92 -0.98 0.06 -0.096
H 2.03 -3.10 0.22 0.463
H 4.12 -1.69 0.04 0.477
H 0.02 -2.34 -0.18 0.481
H 3.89 0.67 -0.26 0.534
H -2.50 2.38 0.05 0.034
H -4.91 1.29 -0.37 0.484
H -0.53 2.72 0.35 0.391